Record 1
The following is a quantum chemistry calculation of a 12-piece molecular cluster, C31H82FN3O18S2 overall, from the OMol25 dataset.

The geometry in XYZ format:
```
137
Properties=species:S:1:pos:R:3
C 5.71556 -2.54451 -0.74966
C 4.21417 -2.30348 -0.65047
O 3.81043 -0.92333 -0.67016
C 3.98254 -0.13408 -1.79467
S 5.66254 0.62681 -1.77960
C 3.84550 -0.86739 -3.15208
O 4.38194 -1.88447 -3.49671
N 3.01793 -0.11693 -3.96728
C 2.55094 1.07100 -3.36514
F 1.21326 1.24157 -3.64965
O 3.17310 2.24889 -3.85541
N 4.08119 2.04590 -4.97159
O 4.76612 2.96896 -5.07297
C 2.81587 0.91396 -1.84185
N 3.13147 2.14399 -1.14831
C 1.55676 0.35834 -1.15286
C 1.09793 -1.06561 -1.52196
C -0.30642 -1.10694 -2.16408
S -0.25127 -2.15243 -3.57706
O 0.34392 -1.49579 -4.70674
O 0.24015 -3.43021 -3.18688
O -1.82162 -2.27670 -3.89913
H 6.00602 -2.87399 -1.74385
H 5.99902 -3.32681 -0.04434
H 6.27972 -1.65481 -0.47361
H 3.67470 -2.86345 -1.40895
H 3.84607 -2.64804 0.31409
H 5.32711 1.75608 -2.41111
H 2.43705 -0.59482 -4.64603
H 2.33376 2.49490 -0.62970
H 3.46756 2.86996 -1.76530
H 0.75813 1.07295 -1.34694
H 1.74886 0.40618 -0.08494
H 1.08260 -1.68000 -0.62775
H 1.80277 -1.56384 -2.18316
H -1.03360 -1.58024 -1.50486
H -0.67508 -0.12808 -2.46256
H -1.86860 -2.35705 -4.86593
C -0.59130 5.05321 1.43285
C 0.68607 4.27167 1.20441
O 0.45031 3.07741 0.44272
H -1.32853 4.43298 1.94745
H -0.39660 5.93929 2.03912
H -1.03041 5.37227 0.48230
H 1.10574 3.95438 2.15462
H 1.42870 4.89639 0.69926
H 0.08701 3.34761 -0.40787
C -5.21350 -3.66374 -6.06720
C -5.09413 -4.76746 -5.03515
O -3.75392 -5.22482 -4.86426
H -4.83377 -3.99846 -7.03356
H -6.25205 -3.35485 -6.18907
H -4.63576 -2.78707 -5.76240
H -5.66133 -5.64438 -5.34810
H -5.48658 -4.43457 -4.06969
H -3.21498 -4.48562 -4.56053
C -6.83518 -8.00349 -1.47893
C -6.78111 -6.51267 -1.75246
O -5.44896 -6.01917 -1.81172
H -6.32536 -8.23602 -0.54368
H -7.86717 -8.35076 -1.41109
H -6.34156 -8.56109 -2.27818
H -7.26444 -5.95702 -0.94914
H -7.31094 -6.28137 -2.68444
H -4.99014 -6.47521 -2.52666
C -0.24169 4.06419 6.65746
C 0.01742 4.73553 5.32265
O 0.63515 3.86345 4.38274
H 0.68945 3.68658 7.08130
H -0.69085 4.76363 7.36459
H -0.92273 3.21795 6.53942
H 0.70611 5.57258 5.43669
H -0.91298 5.12875 4.90054
H 0.05155 3.11243 4.23124
C 0.74034 -4.72820 2.25851
C 0.31538 -3.28663 2.44996
O 0.14912 -2.61209 1.19938
H 1.67122 -4.78088 1.69126
H 0.88356 -5.21990 3.22135
H -0.02259 -5.28290 1.70610
H 1.08184 -2.72576 2.98450
H -0.61218 -3.24240 3.02234
H -0.53192 -3.08541 0.70921
C 2.22432 8.59141 1.85978
C 3.54954 7.89258 1.61701
O 3.41056 6.75414 0.77545
H 1.50341 7.89970 2.29860
H 2.34996 9.44263 2.53198
H 1.80481 8.96229 0.92080
H 3.95850 7.51301 2.55288
H 4.27842 8.59088 1.19127
H 3.06518 7.04774 -0.07371
C -0.84189 -5.31806 -8.09551
C -0.90389 -6.63728 -7.34690
O -1.28553 -6.46826 -5.99140
H -0.14338 -4.63865 -7.60521
H -0.52021 -5.46455 -9.12783
H -1.82510 -4.83987 -8.11170
H 0.07916 -7.10786 -7.32437
H -1.59120 -7.32658 -7.85195
H -2.16271 -6.06536 -5.97045
C -2.20011 8.92944 2.24833
C -2.07953 7.95167 3.40007
O -0.71939 7.70287 3.74896
H -1.66590 8.55424 1.37427
H -3.24546 9.08610 1.97913
H -1.77007 9.89652 2.51871
H -2.49447 6.98118 3.12624
H -2.62554 8.32146 4.27381
H -0.32714 8.55013 3.99530
C -2.92244 -4.86123 6.41210
C -2.93815 -4.04702 5.13323
O -2.23549 -4.68853 4.07334
H -1.89668 -5.05459 6.72680
H -3.44137 -4.33537 7.21460
H -3.41646 -5.82437 6.26387
H -2.43421 -3.09177 5.27982
H -3.96895 -3.83823 4.82757
H -2.65965 -5.53496 3.89926
C 2.09821 9.30088 7.18367
C 0.60503 9.46098 7.39167
O -0.13377 9.24118 6.19232
H 2.45124 9.99059 6.41630
H 2.64348 9.49788 8.10751
H 2.33736 8.28506 6.85969
H 0.36506 10.47695 7.70301
H 0.25428 8.77894 8.17316
H 0.03428 8.33499 5.90555
C 1.56220 -7.41618 -1.69708
C 1.61903 -5.94643 -2.06798
O 2.92485 -5.40042 -1.89281
H 1.88265 -7.56348 -0.66440
H 0.54884 -7.80483 -1.80990
H 2.22292 -8.00404 -2.33931
H 0.97062 -5.35886 -1.41935
H 1.28106 -5.79384 -3.09518
H 3.52974 -5.86792 -2.47769
```

Its SMILES is CCO[C@@]1(S)C(=O)N[C@](F)(ON=O)[C@@]1(N)CCCS(=O)(=O)O.CCO.CCO.CCO.CCO.CCO.CCO.CCO.CCO.CCO.CCO.CCO. As for the multiplicity: 1. Its charge is 0. For the total energy, the calculation gives -99184.9629 eV.



Record 2
The following is a quantum chemistry calculation of one molecule with the formula CH5NOSi at a distorted geometry, from the OMol25 dataset.

The geometry in XYZ format:
```
9
Properties=species:S:1:pos:R:3
C -1.28938 -0.39654 0.13342
N -1.48567 1.00570 0.11625
O -2.16680 -1.18886 -0.16580
Si 0.75927 -0.86272 0.02909
H -2.22983 1.16402 -0.46529
H -0.75270 1.67556 0.03919
H 1.79936 -0.30324 0.91893
H 0.88681 -2.42769 -0.21343
H 0.91301 -0.11766 -1.20480
```

The energy relative to the best compared isomer or geometry (same formula, charge and spin) is 44.6 kJ/mol. Its SMILES is NC(=O)[SiH3]. As for the multiplicity: 1. Its charge is 0. For the total energy, the calculation gives -12532.0703 eV.



Record 3
The following is a quantum chemistry calculation of C50H42N4O2PtS3Se as an isolated structure, from the OMol25 dataset.

The geometry in XYZ format:
```
103
Properties=species:S:1:pos:R:3
Pt -0.64490 2.33876 -0.26306
N -0.87539 1.27780 1.42748
S -0.79999 -0.13737 1.70686
N 0.29564 -1.18781 0.96966
S 0.08896 -2.28473 -0.07804
N -0.59857 -2.06647 -1.43726
S -0.46015 -0.54818 -2.14489
N -0.97796 0.50903 -1.30757
C 1.20718 -0.50578 -2.77421
C 1.59586 -1.20232 -3.92320
C 2.92173 -1.13896 -4.31918
C 3.83716 -0.39322 -3.57728
C 3.43201 0.28585 -2.43907
C 2.10579 0.22786 -2.02044
C -1.39573 -0.87231 -3.61700
C -1.81161 -2.13013 -4.03555
C -2.52049 -2.23449 -5.22670
C -2.79503 -1.09614 -5.97259
C -2.38694 0.15581 -5.52674
C -1.68455 0.27849 -4.33715
C 1.74375 -2.90328 -0.24165
C 2.72364 -2.50578 0.64700
C 3.99035 -3.06394 0.52539
C 4.24464 -3.99549 -0.46794
C 3.24637 -4.37437 -1.35496
C 1.97748 -3.82656 -1.24573
C -0.78230 -3.71201 0.53539
C -0.30022 -4.28356 1.69978
C -0.93973 -5.40100 2.21190
C -2.03804 -5.93238 1.55035
C -2.49872 -5.35591 0.38060
C -1.86589 -4.23205 -0.14356
C -2.34940 -1.03761 1.59028
C -2.71681 -2.01461 2.51505
C -3.92892 -2.67134 2.35170
C -4.75449 -2.35262 1.27975
C -4.38158 -1.36537 0.37661
C -3.17636 -0.69351 0.52692
C -0.32035 -0.34977 3.40835
C 0.55473 -1.33243 3.84644
C 0.91119 -1.37173 5.18909
C 0.39392 -0.43359 6.07068
C -0.47298 0.55311 5.61497
C -0.83345 0.60557 4.27792
H 0.88273 -1.77264 -4.50438
H 3.24050 -1.66236 -5.21300
H 4.87096 -0.33673 -3.89937
H 4.13684 0.88192 -1.87096
H 1.77682 0.78760 -1.14521
H -1.58323 -3.00363 -3.43862
H -2.85621 -3.20477 -5.57192
H -3.33697 -1.18340 -6.90668
H -2.62219 1.04165 -6.10285
H -1.37740 1.24820 -3.95024
H 2.50309 -1.75055 1.39174
H 4.77695 -2.75845 1.20307
H 5.23430 -4.42509 -0.55985
H 3.45511 -5.09239 -2.13687
H 1.18327 -4.10066 -1.93257
H 0.56648 -3.86664 2.20052
H -0.57754 -5.85687 3.12440
H -2.53734 -6.80501 1.95431
H -3.35595 -5.77388 -0.13167
H -2.21760 -3.74699 -1.04450
H -2.07805 -2.25714 3.35519
H -4.22855 -3.42812 3.06695
H -5.70010 -2.86757 1.15701
H -5.03564 -1.10431 -0.44594
H -2.87056 0.09507 -0.15372
H 0.96678 -2.04204 3.14463
H 1.60119 -2.12896 5.54104
H 0.67945 -0.46007 7.11509
H -0.85981 1.29806 6.29879
H -1.47965 1.38922 3.89683
C 0.08561 5.17147 -3.38267
C 0.55925 4.24850 -2.27813
O -0.31869 3.39709 -1.98041
C 1.88660 4.41595 -1.74658
C 2.67468 5.46403 -2.31353
C 3.94957 5.74018 -1.92389
C 4.53216 4.95192 -0.89174
C 3.83701 3.94409 -0.30930
C 2.47757 3.59962 -0.69469
O 1.90380 2.64314 -0.13655
H -0.94119 4.90857 -3.62181
H 0.70387 5.08447 -4.27956
H 0.11577 6.20834 -3.04372
H 2.24610 6.07516 -3.09737
H 4.50273 6.54851 -2.38476
H 5.54691 5.16325 -0.56596
H 4.26965 3.34100 0.48084
Se -1.42386 4.51495 0.53810
C -1.45941 4.50438 2.45496
C -0.33168 4.85799 3.19885
C -0.38475 4.91666 4.58920
C -1.56694 4.61912 5.25987
C -2.69198 4.25544 4.52837
C -2.63614 4.19633 3.13699
H 0.58906 5.08398 2.67465
H 0.49981 5.20135 5.15032
H -1.61291 4.67701 6.34245
H -3.61853 4.01716 5.04191
H -3.51160 3.91142 2.56449
```

As for the multiplicity: 1. Its charge is 0. For the total energy, the calculation gives -163677.4325 eV.



Which formula does entry 3 have?
C50H42N4O2PtS3Se



What is the formula in the first record?
C31H82FN3O18S2